Here is a cluster of 2 separate species, C3H13N2OS2 in total at a distorted geometry from the Open Molecules 2025 dataset. Energies are from ωB97M-V with the def2-TZVPD basis set.

```
21
Properties=species:S:1:pos:R:3:nbo_charge:R:1
S -2.623 -1.141 0.678 -0.116
S -1.777 -0.611 -1.084 0.106
C -0.032 -1.142 -0.942 -0.571
C 0.875 0.038 -0.719 -0.054
C 2.344 -0.326 -0.700 -0.242
N 3.130 0.854 -0.331 -0.854
N 0.525 0.687 0.610 -0.719
H -3.012 -2.394 0.380 0.151
H 0.243 -1.732 -1.807 0.262
H 0.048 -1.851 -0.106 0.244
H 0.716 0.852 -1.418 0.220
H 2.611 -0.723 -1.677 0.210
H 2.536 -1.110 0.029 0.207
H 3.150 1.509 -1.120 0.369
H 4.090 0.584 -0.140 0.390
H 1.270 1.379 0.854 0.495
H 0.347 0.093 1.419 0.437
H -0.310 1.253 0.454 0.441
H 2.009 3.672 1.570 0.494
H 2.049 2.817 2.825 0.495
O 1.570 2.923 1.990 -0.964
```

Computed properties:
- highest occupied orbital energy (eV) = -12.9408
- ΔE to the lowest compared entry with this formula, charge and spin (kcal per mole) = 3.5
- Kohn-Sham gap (eV) = 10.136
- molecular weight (g/mol) = 157.284
- total charge = +1

=====

Here is a structure of composition C6H3BrO4S2 at a distorted geometry from the Open Molecules 2025 dataset. Energies are from ωB97M-V with the def2-TZVPD basis set.

```
16
Properties=species:S:1:pos:R:3:mulliken_spin:R:1
C 0.058 0.094 0.317 0.217
C -0.540 0.421 -0.824 0.199
C 1.413 -0.358 0.381 0.259
C 2.095 -0.490 -0.802 0.255
C 0.183 0.491 -2.050 0.344
C 1.433 -0.092 -2.098 0.401
O -0.064 2.823 -2.916 0.031
O -1.360 1.076 -4.170 0.007
O 1.062 1.196 -4.269 -0.004
O 1.621 -1.213 -4.474 0.023
S -0.221 1.474 -3.402 0.016
S 2.126 -0.030 -3.798 0.034
Br 3.773 -1.141 -0.952 0.186
H -0.518 0.146 1.232 0.023
H -1.504 0.925 -0.821 0.010
H 1.627 -0.728 1.456 0.001
```

Computed properties:
- highest occupied orbital energy (spin up / spin down) (eV) = -6.1374 / -10.1220
- multiplicity = 3
- Kohn-Sham gap (spin up / spin down) (eV) = 5.338 / 5.371
- molecular weight (g/mol) = 283.124

=====

Here is a structure of composition C59H52N2O6PdS3Sb at a distorted geometry from the Open Molecules 2025 dataset. Energies are from ωB97M-V with the def2-TZVPD basis set.

```
124
Properties=species:S:1:pos:R:3:mulliken_charge:R:1
Pd -0.704 -1.231 -0.226 0.729
C -1.346 2.580 5.232 -1.871
C -1.154 2.557 3.724 1.542
C -1.006 3.989 3.197 -1.895
O -2.258 1.913 3.145 -0.236
C -1.768 1.350 1.936 -1.879
C -0.341 0.863 2.311 0.203
O -0.004 1.805 3.342 -0.320
C 0.003 -0.618 2.690 2.372
O -0.577 -1.465 1.760 -1.254
C -0.364 -1.091 4.104 0.527
C -1.098 -2.262 4.258 -0.249
C -1.379 -2.764 5.520 -0.828
C -0.928 -2.101 6.651 -0.669
C -0.147 -0.964 6.505 -0.812
C 0.157 -0.479 5.241 -0.469
C 1.533 -0.811 2.610 0.823
C 2.463 0.146 2.512 -0.092
C 3.902 -0.153 2.188 -0.478
C 4.101 -1.598 1.676 -0.261
C 3.120 -2.604 2.173 -1.279
C 1.923 -2.223 2.593 -1.360
C -2.768 0.497 1.108 3.172
O -2.079 0.211 -0.053 0.244
C -3.926 1.454 0.714 -0.362
C -4.050 1.836 -0.617 -0.647
C -5.055 2.707 -1.020 -0.808
C -5.954 3.209 -0.092 -0.579
C -5.843 2.827 1.238 -1.181
C -4.841 1.954 1.637 -0.005
C -3.461 -0.700 1.773 0.341
C -3.892 -0.692 3.096 0.234
C -4.686 -1.720 3.588 -1.069
C -5.034 -2.786 2.777 -0.745
C -4.582 -2.817 1.464 -0.980
C -3.820 -1.774 0.963 -0.907
H -2.189 3.229 5.471 0.439
H -0.447 2.964 5.715 0.370
H -1.552 1.577 5.595 0.375
H -1.932 4.537 3.374 0.395
H -0.789 3.984 2.130 0.302
H -0.185 4.485 3.714 0.445
H -1.569 2.176 1.236 0.706
H 0.291 1.049 1.440 -0.746
H -1.447 -2.776 3.373 0.249
H -1.944 -3.684 5.621 0.417
H -1.166 -2.473 7.641 0.395
H 0.244 -0.464 7.384 0.401
H 0.802 0.381 5.127 0.461
H 2.211 1.195 2.605 0.366
H 4.568 0.188 2.991 0.607
H 5.118 -1.960 1.835 0.569
H 3.411 -3.648 2.154 0.325
H 1.187 -2.940 2.937 0.293
H -3.342 1.439 -1.333 0.243
H -5.132 2.987 -2.064 0.489
H -6.731 3.899 -0.399 0.387
H -6.545 3.202 1.973 0.404
H -4.765 1.673 2.676 0.394
H -3.596 0.110 3.756 0.378
H -5.025 -1.689 4.616 0.443
H -5.654 -3.587 3.163 0.364
H -4.846 -3.650 0.821 0.452
H -3.515 -1.776 -0.075 0.483
O 3.722 1.497 0.241 -0.739
C 4.337 0.356 0.763 1.035
C 5.818 0.615 0.745 -1.552
C 6.670 -0.102 0.015 -0.647
C 6.230 -1.227 -0.811 -0.605
C 4.972 -1.664 -0.766 -1.203
C 3.990 -1.055 0.178 2.747
C 2.564 -1.153 -0.367 -2.137
O 1.884 -0.102 -0.617 1.487
N 2.155 -2.393 -0.530 -0.641
N 0.803 -2.583 -0.583 1.582
C 0.408 -3.754 -0.903 -0.493
S -1.280 -4.173 -0.750 0.085
C -1.137 -5.503 -1.998 -0.678
C 0.148 -6.244 -1.700 -0.601
S 1.485 -5.010 -1.507 -0.055
H 2.839 1.195 -0.055 -0.089
H 6.139 1.476 1.321 0.498
H 7.728 0.138 0.010 0.402
H 6.957 -1.678 -1.477 0.421
H 4.617 -2.486 -1.377 0.393
H -1.103 -5.027 -2.979 0.241
H -2.021 -6.134 -1.915 0.393
H 0.437 -6.909 -2.514 0.413
H 0.068 -6.803 -0.768 0.295
S -1.208 -1.147 -2.413 -1.013
Sb 0.267 0.865 -2.583 0.582
C 0.982 -0.149 -4.397 0.735
C 1.333 -1.495 -4.397 -0.057
C 1.684 -2.132 -5.579 -0.824
C 1.685 -1.431 -6.777 -0.582
C 1.382 -0.077 -6.779 -0.805
C 1.045 0.560 -5.594 -0.510
C 2.272 1.888 -2.899 1.096
C 2.427 3.190 -3.327 -0.608
C 3.702 3.665 -3.612 -0.658
C 4.803 2.841 -3.451 -0.975
C 4.631 1.531 -3.022 -0.524
C 3.361 1.054 -2.745 0.154
C -1.105 2.072 -3.765 0.566
C -1.052 3.460 -3.726 -0.440
C -1.937 4.221 -4.480 -0.747
C -2.899 3.592 -5.254 -0.505
C -2.974 2.205 -5.271 -0.754
C -2.079 1.446 -4.532 -0.254
H 1.322 -2.060 -3.472 0.223
H 1.945 -3.183 -5.567 0.467
H 1.914 -1.939 -7.705 0.356
H 1.399 0.486 -7.705 0.404
H 0.820 1.621 -5.601 0.389
H 1.575 3.844 -3.455 0.032
H 3.827 4.682 -3.960 0.430
H 5.797 3.217 -3.657 0.368
H 5.484 0.879 -2.902 0.486
H 3.234 0.030 -2.417 0.084
H -0.322 3.955 -3.097 0.386
H -1.872 5.302 -4.458 0.384
H -3.595 4.183 -5.836 0.372
H -3.735 1.714 -5.865 0.405
H -2.139 0.365 -4.546 0.427
```

Computed properties:
- highest occupied orbital energy (eV) = -5.0120
- ΔE to the lowest compared entry with this formula, charge and spin (kcal per mole) = 73.7
- Kohn-Sham gap (eV) = 5.241
- molecular weight (g/mol) = 1209.454
- total charge = -1

=====

Here is the ion C2H6N3O with charge +1 at a distorted geometry from the Open Molecules 2025 dataset. Energies are from ωB97M-V with the def2-TZVPD basis set.

```
12
Properties=species:S:1:pos:R:3:nbo_charge:R:1
N -1.200 1.201 -0.243 -0.688
C -0.499 -0.082 0.304 0.311
N 0.600 0.335 1.176 -0.142
N 1.585 -0.228 0.804 -0.030
C 1.388 -1.108 -0.258 0.002
O 0.040 -0.832 -0.705 -0.492
H -1.895 1.538 0.415 0.449
H -1.619 1.006 -1.101 0.449
H -0.643 2.026 -0.289 0.448
H -1.348 -0.757 0.838 0.225
H 2.085 -1.062 -1.100 0.243
H 1.507 -2.038 0.158 0.224
```

Computed properties:
- highest occupied orbital energy (eV) = -14.9213
- ΔE to the lowest compared entry with this formula, charge and spin (kcal per mole) = 78.9
- Kohn-Sham gap (eV) = 10.745
- molecular weight (g/mol) = 88.090
- SMILES string = [NH3+][C@@H]1N=NCO1
- total charge = +1